Record 1
2 unconnected molecules or ions with the total composition C5H9NO in a non-equilibrium geometry, computed with the ωB97M-V functional and the def2-TZVPD basis.

SMILES ... C/C=C\C#N.CO
Lowest unoccupied orbital energy ... 0.820 eV
Maximum force ... 0.02202 Eh/bohr
Highest occupied orbital energy ... -10.0 eV

Last column: Mulliken charge in e.
Element x y z (Å)
C: 1.724 -0.242 0.377  -1.03
C: 0.728 0.175 1.408  0.12
C: -0.389 -0.485 1.735  -0.39
C: -0.769 -1.709 1.087  0.15
N: -1.078 -2.686 0.544  -0.44
H: 2.721 -0.340 0.822  0.36
H: 1.766 0.527 -0.400  0.20
H: 1.453 -1.195 -0.086  0.31
H: 0.926 1.109 1.932  0.36
H: -1.071 -0.109 2.491  0.35
C: -1.297 0.683 -1.509  -0.57
O: -0.160 1.525 -1.578  -0.50
H: -1.836 0.949 -0.597  0.21
H: -1.029 -0.382 -1.446  0.26
H: -1.972 0.830 -2.364  0.31
H: 0.281 1.350 -2.417  0.29

=====

Record 2
A molecular structure, C5H9NO in a non-equilibrium geometry, computed with the ωB97M-V functional and the def2-TZVPD basis.

Lowest unoccupied orbital energy (alpha / beta) ... -0.068 / -0.068 eV
Maximum force ... 0.11509 Eh/bohr
Highest occupied orbital energy (alpha / beta) ... -8.2 / -8.2 eV

Last column: Mulliken charge in e.
Element x y z (Å)
C: -0.474 1.467 0.211  -1.34
C: -0.224 0.029 -0.237  1.19
C: -0.473 -0.119 -1.718  -1.51
N: 1.114 -0.510 0.293  -0.49
C: 0.508 -0.805 1.635  -0.59
C: -0.582 -1.213 0.631  0.37
O: -0.055 -2.168 0.039  -0.38
H: -1.448 1.810 -0.146  0.34
H: 0.287 2.114 -0.246  0.32
H: -0.445 1.622 1.292  0.34
H: 0.094 0.639 -2.267  0.34
H: -1.536 0.038 -1.935  0.35
H: -0.192 -1.113 -2.062  0.40
H: 2.054 -0.224 0.080  0.16
H: 0.910 -1.660 2.167  0.31
H: 0.462 0.093 2.262  0.19

=====

Record 3
A single C5H9NO molecule in a non-equilibrium geometry, computed with the ωB97M-V functional and the def2-TZVPD basis.

SMILES ... [H]/N=C1\OCC1(C)C
Lowest unoccupied orbital energy ... 0.814 eV
Maximum force ... 0.05135 Eh/bohr
Highest occupied orbital energy ... -9.9 eV

Last column: Mulliken charge in e.
Element x y z (Å)
H: -2.651 -0.417 -0.087  0.41
N: -2.459 0.656 -0.034  -0.72
C: -1.336 0.207 0.181  0.15
O: -1.402 -1.505 0.118  -0.61
C: -0.139 -1.329 -0.469  -0.65
C: 0.139 0.121 0.032  1.66
C: 0.855 0.132 1.384  -1.53
C: 0.736 1.105 -0.966  -1.61
H: 0.592 -2.039 -0.085  0.31
H: -0.161 -1.377 -1.569  0.32
H: 0.399 -0.586 2.075  0.39
H: 1.904 -0.141 1.230  0.37
H: 0.823 1.128 1.840  0.37
H: 0.758 2.123 -0.563  0.39
H: 1.767 0.804 -1.182  0.38
H: 0.175 1.117 -1.906  0.37

=====

What energy above the lowest of the compared OMol25 structures with the same formula, charge and spin values result from the calculations? In sequence: 192.77 566.90 350.38 kJ/mol.
What E_tot values result from the calculations? In sequence: -325.86413 -325.72163 -325.80410 Ha.